Entry 1:
Formula: C25H36FN3O12S5
Source: the OMol25 dataset
Level of theory: ωB97M-V/def2-TZVPD

Summary:
structure (SMILES)	Cc1cnc2c(CCCSC(=S)N3CCOCC3)c(CCCCS(=O)(=O)O)c(F)cc2n1.O=S1(=O)OCCO1.O=S1(=O)OCCO1
lowest unoccupied orbital energy	-0.0199	Eh
Kohn-Sham gap	7.851	eV

```
82
Properties=species:S:1:pos:R:3:forces:R:3:mulliken_charge:R:1
C -4.7929 -0.1916 0.1388 0.7 -0.2 -1.1 -0.958
C -3.4014 -0.0362 -0.4508 -1.5 0.0 0.4 0.720
C -2.3968 0.5564 0.3799 0.5 0.0 -0.4 -0.843
N -1.1638 0.7419 -0.0159 -0.6 -0.3 -0.1 -0.353
C -0.8944 0.2845 -1.2792 0.5 0.3 0.3 0.314
C 0.4516 0.4154 -1.7748 0.0 -0.2 0.2 0.084
C 1.4854 1.0778 -0.8777 0.5 0.2 -0.7 -1.251
C 1.7980 2.5598 -1.2877 0.4 -0.1 0.7 -0.625
C 3.2579 2.7614 -1.7257 0.4 -0.1 -0.1 -0.756
S 3.8253 4.4930 -1.4777 -0.2 0.0 0.4 -0.101
C 5.6120 4.2441 -1.3075 0.6 -0.6 -0.7 -0.105
S 6.5126 4.0882 -2.6476 -0.2 0.1 0.1 -0.203
N 6.2546 4.2167 -0.0431 -1.1 0.3 0.0 0.067
C 5.4750 3.5083 0.9780 0.2 -0.2 0.8 -0.445
C 6.0144 3.7299 2.4240 -0.7 -0.3 -0.3 -0.484
O 6.4648 5.0410 2.6754 0.2 0.3 0.4 -0.413
C 7.3741 5.4742 1.6795 -0.5 -0.8 -0.9 -0.629
C 6.5851 5.6001 0.3740 0.3 -0.3 0.1 -0.520
C 0.7712 -0.0698 -3.0257 0.1 0.0 -0.6 0.603
C 2.1620 -0.0413 -3.6535 -0.7 -1.0 0.4 -0.502
C 2.7282 -1.5051 -3.6647 0.3 0.8 0.8 -1.096
C 3.7921 -1.6320 -2.5414 -0.6 -0.7 -0.4 0.065
C 4.1247 -3.1406 -2.3505 -0.1 1.4 -0.4 -0.730
S 4.2345 -3.6747 -0.6465 0.4 -3.2 0.1 1.307
O 5.3873 -4.5323 -0.5186 0.6 1.0 -0.1 -0.693
O 3.0353 -4.3640 -0.2755 -0.7 1.3 -0.1 -0.619
O 4.4616 -2.3938 0.2876 0.0 -0.1 -0.6 -0.475
C -0.2574 -0.6766 -3.8119 0.0 0.6 1.2 0.349
F 0.0716 -1.1588 -5.0280 -0.1 0.1 0.1 -0.372
C -1.5288 -0.7737 -3.3499 -0.5 -0.5 -0.6 -0.470
C -1.8974 -0.3111 -2.0595 0.4 -0.3 -1.2 0.442
N -3.2031 -0.4738 -1.6735 1.3 0.7 1.0 -0.615
H -4.7863 -1.0653 0.7835 0.0 0.3 0.3 0.209
H -5.1351 0.7107 0.6498 0.1 -0.3 0.2 0.415
H -5.4671 -0.4388 -0.6884 0.0 0.2 0.2 0.321
H -2.6609 0.8722 1.3882 0.0 0.0 -0.2 0.476
H 2.4417 0.5418 -0.9252 -0.3 -0.1 -0.1 -0.018
H 1.1860 1.0218 0.1694 -0.2 0.1 -0.3 0.626
H 1.1293 2.9156 -2.0768 0.0 0.0 0.3 0.379
H 1.6749 3.1494 -0.3703 -0.3 0.2 -0.4 0.417
H 3.4222 2.5276 -2.7813 0.0 0.0 0.2 0.543
H 3.9318 2.1343 -1.1282 -0.2 0.1 -0.1 0.328
H 5.5507 2.4327 0.7641 -0.1 0.2 0.0 0.289
H 4.4067 3.7714 1.0021 0.2 0.2 -0.4 0.320
H 5.1456 3.5903 3.0783 0.3 0.0 0.0 0.345
H 6.7406 2.9523 2.7090 0.3 0.4 -0.2 0.286
H 8.0854 4.6465 1.5180 0.3 0.5 0.0 0.365
H 7.8733 6.4083 1.9389 -0.2 -0.2 0.4 0.363
H 7.1736 6.0556 -0.4281 -0.1 0.0 0.2 0.439
H 5.6405 6.1461 0.5365 0.4 0.2 0.1 0.343
H 2.0570 0.3561 -4.6661 0.4 0.2 0.2 0.595
H 2.8034 0.5500 -3.0049 0.1 0.3 -0.5 -0.498
H 1.9112 -2.1760 -3.3807 0.1 -0.1 -0.4 0.496
H 3.1568 -1.7940 -4.6290 -0.2 0.0 0.1 0.322
H 4.6832 -1.0465 -2.7886 -0.1 -0.1 0.2 0.343
H 3.3400 -1.2319 -1.6283 0.2 0.0 -0.1 -0.050
H 5.0344 -3.4104 -2.8920 0.1 -0.1 0.5 0.421
H 3.3129 -3.7156 -2.8041 0.1 -0.2 0.5 0.419
H 5.2354 -2.6264 0.8284 0.0 0.1 0.0 0.352
H -2.2858 -1.2466 -3.9740 0.1 0.1 0.2 0.516
O -8.6537 -0.1287 1.3559 0.2 0.1 0.0 -0.644
S -8.1012 -1.4038 1.0697 -0.2 -0.4 -0.2 1.076
O -6.7604 -1.7291 1.3963 -1.8 -0.2 -1.2 -0.370
O -8.3674 -1.7281 -0.4871 -0.3 0.2 0.3 -0.322
C -9.1079 -2.9450 -0.6134 0.2 -0.5 0.0 -0.332
C -9.9298 -3.0307 0.6550 -0.4 0.3 -0.1 -0.382
O -9.0649 -2.5336 1.6800 0.3 -0.1 -0.2 -0.287
H -8.3982 -3.7722 -0.6849 0.0 0.0 0.0 0.273
H -9.7262 -2.9212 -1.5075 0.1 0.2 0.0 0.312
H -10.2445 -4.0459 0.8818 0.2 0.0 0.2 0.321
H -10.8068 -2.3810 0.6048 0.0 0.0 -0.1 0.314
O -6.6264 -3.2185 3.9182 0.0 0.0 -0.2 -0.597
S -5.4724 -2.3938 3.9143 0.3 0.1 0.3 1.189
O -5.2778 -1.3698 2.9579 1.1 0.2 1.6 -0.436
O -4.1774 -3.3476 3.9356 -0.3 0.0 0.2 -0.332
C -3.3693 -3.0523 5.0788 0.3 0.3 0.0 -0.316
C -4.3437 -2.5466 6.1222 -0.1 -0.4 0.2 -0.362
O -5.2879 -1.7644 5.3851 0.3 0.1 -0.3 -0.347
H -2.6488 -2.2805 4.7989 0.0 0.0 0.0 0.275
H -2.8368 -3.9421 5.4052 -0.1 -0.1 -0.2 0.311
H -3.8621 -1.9420 6.8862 -0.1 0.2 -0.1 0.319
H -4.8809 -3.3713 6.5967 0.1 0.0 0.0 0.288
```
Positions in Å, forces in eV/Å.

---

Entry 2:
Formula: C4H10N2O4
Source: the OMol25 dataset
Level of theory: ωB97M-V/def2-TZVPD

Summary:
structure (SMILES)	C[C@@H](O)N([C@@H](C)O)[N+](=O)[O-]
lowest unoccupied orbital energy	0.0213	Eh
Kohn-Sham gap	10.649	eV

```
20
Properties=species:S:1:pos:R:3:forces:R:3:nbo_charge:R:1
C 0.5185 -1.6986 -1.0167 -0.9 0.6 -0.3 -0.654
C 0.3665 -1.2173 0.4542 0.3 2.2 -2.7 0.244
O 1.3395 -1.5646 1.3135 1.2 -0.9 0.4 -0.675
N 0.3487 0.2534 0.1942 0.6 1.1 1.0 -0.301
C -0.7715 1.0634 0.5540 -1.4 2.8 -0.4 0.236
C -1.8323 1.1428 -0.6253 4.7 1.6 -0.2 -0.611
O -1.3436 0.6269 1.7551 0.1 -0.3 1.2 -0.722
N 1.4682 0.8883 -0.2083 -0.4 -0.2 1.0 0.654
O 2.4707 0.2196 -0.3595 0.8 -0.8 -0.3 -0.463
O 1.4336 2.0870 -0.3370 -0.2 1.0 -0.5 -0.421
H 1.5261 -1.8228 -1.3223 1.3 0.4 0.2 0.233
H 0.0449 -1.0547 -1.8334 0.3 -0.8 1.5 0.221
H 0.1817 -2.6689 -1.0956 -1.3 -2.2 -0.3 0.215
H -0.5052 -1.3471 1.0344 -1.6 -0.6 -0.4 0.221
H 2.1270 -1.4886 0.7719 0.9 0.0 0.3 0.487
H -0.5346 2.1411 0.7412 0.9 -1.1 -0.5 0.207
H -2.4636 0.3868 -0.4644 -2.6 -3.3 0.0 0.206
H -1.1825 1.0324 -1.6103 -1.9 0.6 1.9 0.216
H -2.3819 2.0570 -0.4717 0.0 0.4 -0.6 0.220
H -0.8103 0.9640 2.5260 -0.7 -0.5 -1.3 0.487
```
Positions in Å, forces in eV/Å.

---

Entry 3:
Formula: C41H50BN2O2P2PdSi2
Source: the OMol25 dataset
Level of theory: ωB97M-V/def2-TZVPD

Summary:
lowest unoccupied orbital energy	-0.1232	Eh
total charge	+1
Kohn-Sham gap	7.430	eV

```
101
Properties=species:S:1:pos:R:3:forces:R:3:mulliken_charge:R:1
Pd 0.4230 0.0571 -1.9024 -0.1 -0.3 0.4 -0.736
C 4.3781 -1.1894 0.0645 0.0 0.0 -0.1 -0.847
Si 3.8715 -0.4207 -1.5635 0.1 0.0 0.1 -0.099
C 5.2059 0.7511 -2.1560 -0.1 0.0 0.0 -1.088
C 3.5181 -1.7413 -2.8331 0.0 0.0 0.0 -1.053
N 2.3741 0.4575 -1.3523 -0.2 0.3 -0.2 0.004
P 1.8883 1.7453 -0.4807 0.0 -0.2 -0.2 2.419
C 0.2270 1.2437 -0.3208 -0.1 0.2 0.1 -1.502
P -1.4291 1.6048 -0.7289 0.1 -0.2 -0.1 3.060
N -1.6050 0.3971 -1.8163 0.1 0.3 -0.1 0.118
Si -2.9478 -0.6054 -2.3325 0.0 -0.1 0.0 -0.163
C -2.2721 -1.6538 -3.7222 0.0 0.0 0.0 -1.072
C -4.3357 0.5081 -2.9049 0.0 0.0 0.0 -1.030
C -3.5096 -1.6965 -0.9195 0.0 0.0 0.0 -0.714
C -2.5448 1.5031 0.6726 0.1 0.0 0.0 0.661
C -3.8220 2.0607 0.5926 0.0 0.0 0.0 -0.627
C -4.7321 1.8583 1.6168 0.0 0.0 0.0 -0.928
C -4.3687 1.1049 2.7265 0.0 0.0 0.0 -0.646
C -3.0956 0.5584 2.8148 0.0 0.0 0.0 -0.853
C -2.1834 0.7506 1.7883 0.0 0.0 0.0 -0.164
C -1.6918 3.2320 -1.4475 0.1 0.0 0.0 0.478
C -1.8933 4.3395 -0.6242 0.0 0.0 0.0 -0.511
C -1.9673 5.6075 -1.1780 0.0 0.0 0.0 -0.882
C -1.8330 5.7748 -2.5497 0.0 0.0 0.0 -0.531
C -1.6275 4.6751 -3.3720 0.0 0.0 0.0 -0.762
C -1.5577 3.4042 -2.8229 0.0 0.0 0.0 -0.466
C 2.7238 1.9282 1.0886 0.0 0.0 0.0 0.568
C 3.8452 2.7484 1.2118 0.0 0.0 0.0 -0.717
C 4.5753 2.7437 2.3901 0.0 0.0 0.0 -0.811
C 4.1852 1.9265 3.4437 0.0 0.0 0.0 -0.537
C 3.0687 1.1087 3.3238 0.0 0.0 0.0 -0.820
C 2.3418 1.1013 2.1446 0.0 0.0 0.0 -0.308
C 2.1028 3.2918 -1.3814 -0.1 0.0 0.1 0.574
C 1.7581 4.4979 -0.7699 0.0 0.0 0.0 -0.322
C 1.7900 5.6765 -1.4956 0.0 0.0 0.0 -0.814
C 2.1699 5.6590 -2.8321 0.0 0.0 0.0 -0.559
C 2.5144 4.4631 -3.4438 0.0 0.0 0.0 -0.819
C 2.4760 3.2785 -2.7215 0.0 0.0 0.0 -0.629
H 5.2712 -1.8054 -0.0709 0.0 0.0 0.0 0.460
H 3.5880 -1.8326 0.4618 0.0 0.0 0.0 0.190
H 4.6061 -0.4335 0.8210 0.0 0.0 0.0 0.234
H 6.1644 0.2329 -2.2383 0.0 0.0 0.0 0.415
H 5.3438 1.5837 -1.4607 0.0 0.0 0.0 0.304
H 4.9709 1.1700 -3.1368 0.0 0.0 0.0 0.323
H 4.4327 -2.2854 -3.0804 0.0 0.0 0.0 0.400
H 3.1320 -1.3188 -3.7649 0.0 0.0 0.0 0.302
H 2.7885 -2.4676 -2.4624 0.0 0.0 0.0 0.238
H -1.7937 -1.0434 -4.4925 0.0 0.0 0.0 0.295
H -3.0712 -2.2208 -4.2052 0.0 0.0 0.0 0.379
H -1.5343 -2.3704 -3.3497 0.0 0.0 0.0 0.250
H -4.0292 1.1275 -3.7503 0.0 0.0 0.0 0.319
H -4.6613 1.1742 -2.1019 0.0 0.0 0.0 0.251
H -5.2047 -0.0779 -3.2135 0.0 0.0 0.0 0.404
H -2.6823 -2.3023 -0.5348 0.0 0.0 0.0 0.114
H -4.2933 -2.3838 -1.2480 0.0 0.0 0.0 0.554
H -3.9054 -1.1106 -0.0853 0.0 0.0 0.0 0.172
H -4.1029 2.6636 -0.2632 0.0 0.0 0.0 0.511
H -5.7207 2.2928 1.5537 0.0 0.0 0.0 0.456
H -5.0802 0.9486 3.5269 0.0 0.0 0.0 0.415
H -2.8147 -0.0195 3.6860 0.0 0.0 0.0 0.500
H -1.1966 0.3143 1.8363 0.1 0.0 0.0 0.101
H -2.0009 4.2122 0.4468 0.0 0.0 0.0 0.496
H -2.1336 6.4651 -0.5393 0.0 0.0 0.0 0.450
H -1.8948 6.7656 -2.9811 0.0 0.0 0.0 0.447
H -1.5270 4.8079 -4.4412 0.0 0.0 0.0 0.443
H -1.4065 2.5407 -3.4589 0.0 0.0 0.0 0.452
H 4.1460 3.3887 0.3913 0.0 0.0 0.0 0.448
H 5.4459 3.3781 2.4883 0.0 0.0 0.0 0.456
H 4.7561 1.9266 4.3632 0.0 0.0 0.0 0.404
H 2.7736 0.4704 4.1461 0.0 0.0 0.0 0.490
H 1.4881 0.4442 2.0235 0.0 0.0 0.0 0.260
H 1.4658 4.5167 0.2746 0.0 0.0 0.0 0.486
H 1.5211 6.6103 -1.0192 0.0 0.0 0.0 0.448
H 2.2009 6.5823 -3.3960 0.0 0.0 0.0 0.431
H 2.8162 4.4517 -4.4829 0.0 0.0 0.0 0.442
H 2.7434 2.3418 -3.1939 0.0 0.0 0.0 0.374
C -2.3539 -6.3187 3.3343 0.0 0.0 0.0 -1.587
C -1.0480 -5.5385 3.5426 0.0 0.0 0.0 1.739
C -1.2448 -4.5817 4.7187 0.0 0.0 0.0 -1.998
C 0.0824 -6.5143 3.8979 0.0 0.0 0.0 -1.619
C -0.6911 -4.7972 2.2530 0.0 0.1 0.0 0.562
C -0.4817 -5.5298 1.0786 0.0 0.0 -0.1 -0.331
C -0.1601 -4.9416 -0.1399 0.0 0.0 0.0 -2.184
C -0.0552 -3.5713 -0.1401 0.0 0.0 -0.1 1.348
O 0.2384 -2.7078 -1.1979 0.0 0.0 0.0 -0.683
B 0.1836 -1.4587 -0.6255 -0.1 0.1 0.0 0.390
O -0.1020 -1.4799 0.7135 0.1 -0.1 0.0 0.278
C -0.2579 -2.8345 1.0021 0.0 0.1 0.1 0.073
C -0.5733 -3.4061 2.2124 0.0 0.0 0.0 -1.012
H -2.6213 -6.8494 4.2499 0.0 0.0 0.0 0.452
H -2.2620 -7.0568 2.5368 0.0 0.0 0.0 0.335
H -3.1736 -5.6446 3.0781 0.0 0.0 0.0 0.365
H -1.4987 -5.1544 5.6113 0.0 0.0 0.0 0.427
H -2.0607 -3.8783 4.5369 0.0 0.0 0.0 0.387
H -0.3360 -4.0168 4.9382 0.0 0.0 0.0 0.375
H -0.1625 -7.0490 4.8177 0.0 0.0 0.0 0.451
H 1.0228 -5.9818 4.0523 0.0 0.0 0.0 0.362
H 0.2392 -7.2557 3.1137 0.0 0.0 0.0 0.338
H -0.5734 -6.6074 1.1109 0.0 0.0 0.0 0.451
H -0.0052 -5.5276 -1.0352 0.0 0.0 0.0 0.508
H -0.7270 -2.7870 3.0842 0.0 0.0 0.0 0.589
```
Positions in Å, forces in eV/Å.

---

Entry 4:
Formula: C37H34HgN4O3P2S2
Source: the OMol25 dataset
Level of theory: ωB97M-V/def2-TZVPD

Summary:
lowest unoccupied orbital energy (alpha / beta)	0.0885 / 0.0693	Eh
total charge	-1
<S²>	0.7546
Kohn-Sham gap (alpha / beta)	6.107 / 7.006	eV
multiplicity	2

```
83
Properties=species:S:1:pos:R:3:forces:R:3:mulliken_spin:R:1
Hg 1.1799 -0.4863 -3.5540 0.0 0.0 0.1 0.721
S 2.5311 1.7604 -3.8051 0.0 0.0 0.0 0.149
C 1.3831 2.8256 -3.1167 0.0 0.0 0.0 0.005
N 0.2358 2.5240 -2.5829 0.0 0.0 0.0 0.018
C -0.4145 3.6432 -2.1003 0.0 0.0 0.0 -0.003
C -1.6617 3.6325 -1.4758 0.0 0.0 0.0 -0.001
C -2.2029 4.8219 -1.0218 0.0 0.0 0.0 0.000
C -1.5182 6.0275 -1.1837 0.0 0.0 0.0 0.000
C -0.2781 6.0562 -1.8017 0.0 0.0 0.0 0.002
C 0.2673 4.8625 -2.2543 0.0 0.0 0.0 -0.004
S 1.7792 4.5555 -3.0502 0.0 0.0 0.0 0.003
H -2.1845 2.6919 -1.3511 0.0 0.0 0.0 0.000
H -3.1679 4.8165 -0.5308 0.0 0.0 0.0 0.000
H -1.9573 6.9484 -0.8216 0.0 0.0 0.0 0.000
H 0.2541 6.9907 -1.9273 0.0 0.0 0.0 0.000
O -2.2680 -1.2641 -1.7791 0.0 0.0 0.0 0.001
C -2.2654 -0.4490 -2.7138 0.0 -0.1 0.1 0.006
C -3.4563 0.4558 -3.0205 0.0 0.0 0.0 0.008
C -2.9768 1.2802 -4.2061 0.0 0.0 0.0 0.007
C -1.5877 0.7111 -4.4971 0.0 0.1 0.0 -0.007
O -0.8790 1.0650 -5.4150 0.0 0.0 0.0 -0.001
N -1.2547 -0.2514 -3.5699 0.1 0.0 -0.2 0.048
H -3.6948 1.0414 -2.1307 0.0 0.0 0.0 0.002
H -4.3240 -0.1691 -3.2358 0.0 0.0 0.0 -0.002
H -2.8678 2.3430 -3.9858 0.0 0.0 0.0 -0.003
H -3.5974 1.1864 -5.0968 0.0 0.0 0.0 0.003
N -0.8667 -3.3683 -3.4137 0.0 0.1 -0.2 0.031
C -0.1815 -4.4810 -3.0375 0.0 0.1 0.0 -0.002
N -0.5293 -4.9764 -1.7875 0.1 0.0 0.0 -0.002
O 0.6303 -5.0481 -3.7526 0.0 -0.1 0.0 -0.003
H -1.3105 -2.7554 -2.7377 0.0 -0.1 0.1 -0.009
H -0.5153 -2.9103 -4.2388 0.0 0.0 0.0 0.002
H -0.8336 -4.2918 -1.1103 0.0 0.0 0.0 0.000
H 0.1793 -5.5946 -1.4263 0.0 0.0 0.0 0.000
C -0.3701 0.4633 0.1275 0.0 0.0 0.0 0.002
P 1.0564 -0.4622 -0.5607 0.0 0.0 0.0 0.049
C 2.4969 0.3848 0.1900 0.0 0.0 0.0 0.002
C 3.4956 -0.2335 0.9353 0.0 0.0 0.0 0.011
C 4.5981 0.4886 1.3717 0.0 0.0 0.0 0.000
C 4.7180 1.8377 1.0767 0.0 0.0 0.0 0.003
C 3.7214 2.4665 0.3422 0.0 0.0 0.0 -0.002
C 2.6269 1.7444 -0.1019 0.0 0.0 0.0 -0.006
C 1.0691 -2.1328 0.1603 -0.1 0.0 0.0 -0.123
C 0.0104 -2.6454 0.9049 0.0 0.0 0.0 0.009
C 0.0578 -3.9364 1.4147 0.0 0.0 0.0 -0.001
C 1.1602 -4.7430 1.1688 0.0 0.0 0.0 0.003
C 2.1922 -4.2649 0.3713 0.0 0.0 0.0 0.011
C 2.1385 -2.9781 -0.1427 0.0 0.0 0.0 0.072
P -0.7765 0.9682 1.8725 0.0 0.0 0.0 0.007
C -2.0372 -0.2439 2.4334 0.0 0.0 0.0 0.000
C -2.9497 -0.8442 1.5635 0.0 0.0 0.0 0.001
C -3.9700 -1.6497 2.0530 0.0 0.0 0.0 0.000
C -4.1107 -1.8610 3.4161 0.0 0.0 0.0 0.000
C -3.2229 -1.2513 4.2922 0.0 0.0 0.0 0.000
C -2.2038 -0.4480 3.8057 0.0 0.0 0.0 -0.001
C 0.6774 0.5363 2.9081 0.0 0.0 0.0 0.001
C 1.5428 1.5860 3.2134 0.0 0.0 0.0 -0.001
C 2.6667 1.3785 3.9991 0.0 0.0 0.0 0.000
C 2.9319 0.1160 4.5079 0.0 0.0 0.0 0.000
C 2.0719 -0.9357 4.2225 0.0 0.0 0.0 -0.001
C 0.9539 -0.7263 3.4291 0.0 0.0 0.0 -0.002
H -1.2506 -0.0066 -0.3168 0.0 0.0 0.0 -0.002
H -0.2798 1.4081 -0.4157 0.0 0.0 0.0 -0.008
H 3.4135 -1.2792 1.2000 0.0 0.0 0.0 0.000
H 5.3611 -0.0098 1.9575 0.0 0.0 0.0 0.000
H 5.5823 2.3958 1.4151 0.0 0.0 0.0 0.000
H 3.8003 3.5174 0.0925 0.0 0.0 0.0 0.000
H 1.8694 2.2431 -0.6934 0.0 0.0 0.0 0.005
H -0.8572 -2.0337 1.1022 0.0 0.0 0.0 -0.001
H -0.7721 -4.3056 2.0054 0.0 0.0 0.0 0.000
H 1.2033 -5.7470 1.5722 0.0 0.0 0.0 0.000
H 3.0365 -4.8997 0.1336 0.0 0.0 0.0 0.001
H 2.9352 -2.6273 -0.7892 0.0 0.0 0.0 0.001
H -2.8705 -0.7241 0.4891 0.0 0.0 0.0 0.000
H -4.6519 -2.1170 1.3535 0.0 0.0 0.0 0.000
H -4.9049 -2.4927 3.7935 0.0 0.0 0.0 0.000
H -3.3222 -1.4011 5.3604 0.0 0.0 0.0 0.000
H -1.5209 0.0219 4.5038 0.0 0.0 0.0 0.000
H 1.3326 2.5752 2.8233 0.0 0.0 0.0 0.000
H 3.3355 2.2034 4.2093 0.0 0.0 0.0 0.000
H 3.8077 -0.0491 5.1235 0.0 0.0 0.0 0.000
H 2.2720 -1.9255 4.6148 0.0 0.0 0.0 0.000
H 0.2895 -1.5539 3.2233 0.0 0.0 0.0 0.000
```
Positions in Å, forces in eV/Å.